{"formula": "C4H9NO", "method": "ωB97M-V/def2-TZVPD", "symbols": ["C", "C", "C", "C", "N", "O", "H", "H", "H", "H", "H", "H", "H", "H", "H"], "xyz": [[-0.48, -1.55, 0.42], [-0.46, -0.04, -0.09], [-1.32, 1.25, 0.41], [0.94, 0.56, -0.06], [2.07, -0.19, 0.16], [1.08, 1.78, -0.11], [0.08, -1.75, 1.34], [-0.01, -2.23, -0.32], [-1.48, -1.98, 0.56], [-0.78, -0.14, -1.14], [-1.00, 2.20, -0.06], [-2.37, 1.16, 0.13], [-1.21, 1.46, 1.48], [2.20, -1.12, -0.19], [2.88, 0.41, 0.15]], "relative_energy_ev": 0.975, "charge": 0, "smiles": "CC(C)C(N)=O", "orbital_gap_ha": 0.3832}


{"formula": "C17H32Br4IN2O2", "method": "ωB97M-V/def2-TZVPD", "symbols": ["C", "C", "O", "C", "C", "O", "C", "N", "C", "C", "I", "C", "C", "C", "N", "C", "C", "C", "H", "H", "H", "H", "H", "H", "H", "H", "H", "H", "H", "H", "H", "H", "H", "H", "H", "H", "H", "H", "H", "H", "H", "H", "Br", "C", "C", "Br", "H", "H", "H", "H", "Br", "C", "C", "Br", "H", "H", "H", "H"], "xyz": [[-4.61, -1.22, 2.14], [-4.87, -1.80, 0.63], [-3.72, -1.70, -0.28], [-2.46, -2.12, 0.34], [-1.56, -0.78, 0.71], [-0.47, -1.04, 1.67], [-0.21, 0.13, 2.53], [1.25, 0.42, 2.79], [2.21, -0.11, 3.85], [1.88, -1.24, 5.01], [2.18, -3.32, 4.32], [0.44, -1.00, 5.77], [-0.71, -2.13, 5.37], [3.68, 0.66, 3.62], [3.51, 1.58, 2.43], [2.06, 1.41, 1.98], [1.70, 2.34, 0.68], [2.63, 1.77, -0.58], [-3.86, -1.92, 2.76], [-4.22, -0.11, 2.18], [-5.65, -1.29, 2.72], [-5.74, -1.12, 0.17], [-5.32, -2.90, 0.72], [-1.84, -2.69, -0.51], [-2.57, -2.88, 1.22], [-1.17, -0.37, -0.34], [-2.33, 0.04, 1.09], [-0.64, 1.10, 1.99], [-0.86, 0.03, 3.53], [2.72, -1.08, 5.85], [0.04, 0.10, 5.53], [0.58, -1.03, 6.95], [-0.73, -2.29, 4.19], [-1.79, -1.82, 5.70], [-0.47, -3.17, 5.89], [4.65, 0.50, 4.30], [4.23, 2.23, 1.99], [0.57, 2.13, 0.37], [1.94, 3.48, 0.80], [1.96, 1.70, -1.53], [3.02, 0.68, -0.35], [3.57, 2.46, -0.77], [4.43, 0.29, -5.06], [2.60, 0.93, -5.28], [2.56, 2.44, -5.37], [2.80, 3.26, -3.62], [2.02, 0.53, -4.44], [2.25, 0.48, -6.21], [1.57, 2.78, -5.71], [3.32, 2.86, -6.03], [0.41, -1.05, -6.81], [-1.42, -0.41, -7.03], [-1.46, 1.09, -7.12], [-1.22, 1.92, -5.37], [-2.00, -0.82, -6.19], [-1.77, -0.87, -7.96], [-2.45, 1.43, -7.46], [-0.70, 1.51, -7.78]], "charge": 1, "orbital_gap_ha": 0.3003}


{"formula": "CH2Cl2N2", "method": "ωB97M-V/def2-TZVPD", "symbols": ["C", "N", "N", "Cl", "Cl", "H", "H"], "xyz": [[0.03, 0.38, -0.02], [-0.36, -0.72, 0.29], [2.26, -0.01, -0.72], [3.02, 1.25, 0.17], [2.18, -1.51, 0.02], [-0.13, 1.40, -0.04], [0.11, -1.60, 0.44]], "relative_energy_ev": 4.523, "charge": 0, "orbital_gap_ha": [0.2998, 0.2998]}


{"formula": "CH3N3O2S2", "method": "ωB97M-V/def2-TZVPD", "symbols": ["C", "N", "N", "N", "O", "O", "S", "S", "H", "H", "H"], "xyz": [[-0.65, -0.05, -0.12], [-0.39, 1.93, 1.75], [0.09, -0.69, -1.12], [-1.98, -0.16, -0.26], [0.05, 0.53, 0.81], [-1.44, 2.36, 1.21], [-2.20, -0.12, 2.64], [-2.77, 0.66, 0.92], [1.12, -0.76, -1.29], [-0.53, -1.24, -1.74], [-0.40, 1.34, 2.55]], "relative_energy_ev": 2.166, "charge": 0, "orbital_gap_ha": [0.2900, 0.2900]}


{"formula": "C19H28F3N3", "method": "ωB97M-V/def2-TZVPD", "symbols": ["C", "C", "C", "N", "C", "C", "C", "N", "C", "C", "N", "C", "C", "C", "C", "C", "C", "F", "F", "F", "C", "C", "C", "C", "C", "H", "H", "H", "H", "H", "H", "H", "H", "H", "H", "H", "H", "H", "H", "H", "H", "H", "H", "H", "H", "H", "H", "H", "H", "H", "H", "H", "H"], "xyz": [[4.13, 6.39, 0.96], [3.64, 4.95, 1.03], [2.26, 4.81, 0.37], [1.66, 3.52, 0.66], [0.22, 3.52, 0.44], [-0.39, 2.21, 0.92], [0.21, 1.02, 0.17], [-0.42, -0.20, 0.68], [0.36, -1.42, 0.74], [0.52, -2.13, -0.62], [-0.79, -2.42, -1.17], [-1.40, -3.63, -0.93], [-0.66, -4.82, -0.98], [-1.26, -6.05, -0.82], [-2.62, -6.16, -0.61], [-3.37, -4.99, -0.57], [-4.85, -5.02, -0.33], [-5.36, -6.26, -0.29], [-5.53, -4.36, -1.28], [-5.19, -4.44, 0.84], [-2.78, -3.74, -0.72], [-1.55, -1.19, -1.29], [-1.70, -0.49, 0.07], [1.72, 1.09, 0.38], [2.26, 2.44, -0.10], [3.45, 7.06, 1.48], [4.20, 6.72, -0.08], [5.11, 6.48, 1.42], [4.36, 4.30, 0.54], [3.55, 4.64, 2.07], [2.35, 4.99, -0.71], [1.61, 5.58, 0.79], [-0.21, 4.36, 1.00], [-0.02, 3.67, -0.63], [-0.19, 2.09, 1.98], [-1.47, 2.25, 0.78], [0.01, 1.14, -0.91], [1.33, -1.22, 1.19], [-0.18, -2.10, 1.41], [1.10, -3.04, -0.49], [1.05, -1.47, -1.32], [0.40, -4.79, -1.18], [-0.66, -6.95, -0.87], [-3.10, -7.12, -0.48], [-3.41, -2.88, -0.66], [-2.52, -1.40, -1.74], [-1.00, -0.54, -1.98], [-2.26, 0.44, -0.05], [-2.25, -1.14, 0.75], [1.95, 0.97, 1.44], [2.24, 0.30, -0.18], [3.34, 2.46, 0.06], [2.07, 2.55, -1.18]], "relative_energy_ev": 0.075, "charge": 0, "smiles": "CCCN1CCC(N2CCN(c3cccc(C(F)(F)F)c3)CC2)CC1", "orbital_gap_ha": 0.3048}


{"formula": "C9H34N8O8", "method": "ωB97M-V/def2-TZVPD", "symbols": ["N", "C", "N", "O", "H", "H", "H", "H", "N", "C", "N", "O", "H", "H", "H", "H", "N", "C", "N", "O", "H", "H", "H", "H", "N", "C", "N", "O", "H", "H", "H", "H", "C", "C", "O", "H", "H", "H", "H", "H", "H", "C", "O", "H", "H", "H", "H", "C", "O", "H", "H", "H", "H", "C", "O", "H", "H", "H", "H"], "xyz": [[-1.80, -4.09, 0.64], [-1.51, -3.13, 1.47], [-0.25, -2.99, 1.80], [-2.44, -2.18, 1.86], [-2.83, -4.20, 0.36], [-1.11, -4.82, 0.24], [-0.06, -2.44, 2.62], [0.42, -3.65, 1.44], [-1.51, 0.39, 1.85], [-2.05, 1.50, 1.45], [-1.35, 2.59, 1.74], [-3.18, 1.49, 0.61], [-2.07, -0.47, 1.78], [-0.83, 0.34, 2.64], [-1.76, 3.49, 1.45], [-0.63, 2.50, 2.49], [0.86, 0.30, 3.52], [0.75, 1.51, 4.08], [0.82, 2.50, 3.26], [0.59, 1.66, 5.43], [0.84, -0.54, 4.10], [1.00, 0.18, 2.49], [0.67, 3.43, 3.60], [1.20, 2.41, 2.27], [0.88, -0.11, 0.75], [1.57, 0.89, 0.27], [1.03, 2.06, 0.64], [2.76, 0.85, -0.37], [1.13, -0.98, 0.40], [-0.17, 0.00, 0.97], [1.61, 2.78, 0.18], [-0.03, 2.20, 0.84], [-0.76, 2.16, -3.47], [-1.31, 2.65, -2.13], [-2.69, 2.38, -1.99], [0.28, 2.39, -3.49], [-1.24, 2.61, -4.32], [-0.92, 1.11, -3.52], [-1.32, 3.76, -2.09], [-0.66, 2.21, -1.34], [-2.84, 2.12, -1.09], [3.60, -2.27, -0.85], [2.18, -2.16, -0.48], [3.95, -3.26, -1.10], [4.20, -1.75, -0.18], [3.77, -1.80, -1.82], [1.82, -3.00, -0.53], [-1.57, -0.85, -1.43], [-0.99, -2.14, -1.25], [-0.91, -0.07, -1.21], [-2.37, -0.54, -0.71], [-1.84, -0.70, -2.44], [-1.10, -2.57, -0.36], [1.64, -0.38, -3.52], [0.43, -1.05, -3.87], [1.63, -0.40, -2.42], [1.61, 0.69, -3.79], [2.49, -0.69, -4.06], [0.36, -1.89, -3.43]], "relative_energy_ev": 5.772, "charge": 0, "smiles": "NC(N)=O.NC(N)=O.NC(N)=O.NC(N)=O.CCO.CO.CO.CO", "orbital_gap_ha": 0.3165}


DFT total energy, record by record: -7831.345; -313477.767; -29089.133; -31316.663; -32780.694; -38182.485 eV
Maximum force, record by record: 1.2; 7.1; 5.6; 4.7; 0.6; 9.4 eV/Å